No. 1
{
  "formula": "C19H59F6N22O16",
  "method": "ωB97M-V/def2-TZVPD",
  "species": ["O", "H", "H", "H", "C", "O", "O", "C", "F", "F", "F", "C", "C", "H", "H", "H", "H", "H", "H", "C", "O", "O", "C", "F", "F", "F", "C", "C", "H", "H", "H", "H", "H", "H", "C", "O", "N", "N", "H", "H", "H", "H", "C", "O", "N", "N", "H", "H", "H", "H", "C", "O", "N", "N", "H", "H", "H", "H", "C", "O", "N", "N", "H", "H", "H", "H", "C", "O", "N", "N", "H", "H", "H", "H", "C", "O", "N", "N", "H", "H", "H", "H", "C", "O", "N", "N", "H", "H", "H", "H", "C", "O", "N", "N", "H", "H", "H", "H", "C", "O", "N", "N", "H", "H", "H", "H", "C", "O", "N", "N", "H", "H", "H", "H", "C", "O", "N", "N", "H", "H", "H", "H"],
  "xyz": [[2.01292, -0.37048, 6.65667], [1.48922, -0.22926, 5.86458], [1.52947, -1.03818, 7.14865], [2.15159, 0.42666, 7.17333], [4.14469, 3.70591, 9.49941], [4.36387, 3.43507, 8.12439], [3.79702, 2.52395, 10.13372], [5.37188, 4.63695, 10.21971], [6.54955, 4.16677, 9.90273], [5.42991, 5.80257, 9.71939], [5.32230, 4.63846, 11.54406], [5.14713, 4.35138, 7.25256], [4.64096, 3.89127, 5.85340], [4.84843, 4.65553, 5.10443], [5.00102, 2.89444, 5.59889], [3.56884, 3.75033, 5.99051], [6.20540, 4.18970, 7.04756], [4.93911, 5.41914, 7.32117], [3.30061, 4.39556, 9.50282], [0.49093, -0.34779, -0.02566], [-0.04553, 0.75061, -0.85551], [0.10404, -0.00648, 1.29646], [0.25204, -1.73522, -0.70313], [0.88407, -2.65481, 0.09080], [-1.08862, -1.92055, -0.90064], [0.80916, -1.80764, -1.85595], [0.88396, 1.76617, -1.31379], [0.02558, 2.80847, -2.02242], [0.65981, 3.66466, -2.25223], [-0.32913, 2.36383, -2.95225], [-0.92580, 3.02547, -1.53675], [1.60765, 1.22366, -1.92211], [1.41511, 2.26499, -0.50315], [1.58039, -0.35836, -0.05786], [6.25105, -3.86260, 2.65821], [6.10942, -3.44949, 1.57267], [6.08215, -5.14215, 2.92689], [6.33227, -3.15541, 3.73682], [6.41621, -5.57294, 3.77714], [5.80987, -5.69126, 2.12412], [6.50471, -2.16892, 3.60561], [6.72278, -3.61046, 4.54955], [-5.79557, -2.12760, 3.91298], [-6.76807, -2.33938, 4.73388], [-5.91136, -2.12922, 2.61355], [-4.61725, -2.10571, 4.33295], [-6.83410, -1.76384, 2.42605], [-5.23088, -1.77261, 1.95792], [-3.86017, -1.75247, 3.76538], [-4.51509, -1.95998, 5.32715], [4.64896, 8.78914, -4.32644], [4.67734, 9.69259, -3.48544], [4.28613, 8.92437, -5.57249], [5.16263, 7.64558, -4.12714], [3.83014, 9.73245, -5.97145], [4.14713, 7.97591, -5.89059], [5.04532, 6.83999, -4.72494], [5.56907, 7.57309, -3.20537], [-0.76968, -0.70060, -7.13162], [-0.74166, 0.11138, -8.01594], [-1.45353, -0.59248, -6.05388], [-0.11104, -1.83994, -7.22127], [-1.71178, -1.25788, -5.33928], [-1.64722, 0.33837, -5.71314], [0.52233, -2.06500, -7.97512], [-0.21659, -2.42162, -6.40236], [-2.06852, 10.29865, -4.88949], [-2.38045, 10.46367, -6.03232], [-2.57879, 9.42248, -4.13345], [-1.18247, 10.94544, -4.26445], [-3.37412, 8.89110, -4.45779], [-2.25850, 9.19038, -3.20413], [-0.50991, 11.61334, -4.61326], [-1.13022, 10.80942, -3.26502], [-6.45418, -6.45794, -3.43128], [-6.79646, -5.30233, -3.67426], [-5.28591, -6.92645, -3.20248], [-7.34782, -7.39117, -3.02136], [-5.18864, -7.77735, -2.66712], [-4.47750, -6.36910, -3.43900], [-7.05169, -8.35160, -2.92145], [-8.25415, -7.05982, -2.72324], [7.56354, -6.67413, -2.76564], [7.76693, -7.55684, -3.51547], [6.37608, -6.23693, -2.54825], [8.48799, -5.98505, -2.12795], [6.19342, -5.38907, -2.03067], [5.75300, -6.43649, -3.31770], [8.09556, -5.22115, -1.59638], [9.37605, -6.42783, -1.93983], [0.99690, -9.38413, -4.71057], [1.74647, -8.48222, -5.01197], [0.48547, -10.25247, -5.49255], [0.54598, -9.62085, -3.55504], [-0.27688, -10.81865, -5.14852], [0.96755, -10.34871, -6.37485], [1.01971, -9.15484, -2.79445], [0.03186, -10.47120, -3.37420], [-3.46771, 5.31607, 2.71201], [-4.02403, 6.37833, 2.52718], [-2.16890, 5.12737, 2.64872], [-4.07614, 4.24888, 2.94809], [-1.78550, 4.19507, 2.58606], [-1.65255, 5.99301, 2.58428], [-5.07186, 4.30167, 3.10884], [-3.50335, 3.42315, 2.84727], [-4.34838, -8.03375, 2.18548], [-4.12693, -9.24482, 1.94861], [-3.51486, -7.15277, 2.59578], [-5.57394, -7.51517, 1.96783], [-2.53696, -7.40519, 2.60307], [-3.81278, -6.18865, 2.63826], [-6.24200, -8.05208, 1.43348], [-5.69355, -6.51499, 2.04168], [-7.66171, 5.79720, -2.19271], [-7.52149, 6.82978, -1.48133], [-8.39293, 5.69822, -3.23119], [-6.99255, 4.76216, -2.04919], [-8.24238, 4.80511, -3.67816], [-8.93545, 6.48554, -3.55660], [-7.08994, 4.03000, -2.73807], [-6.42550, 4.75359, -1.21344]],
  "e_homo_ev": -4.7,
  "total_energy_ha": -3766.9240,
  "charge": -1,
  "de_lowest_kcal_mol": 288.7,
  "lumo_energy_ev": -1.0
}

=====

No. 2
{
  "formula": "C4H6N5O4S",
  "method": "ωB97M-V/def2-TZVPD",
  "species": ["C", "C", "C", "C", "N", "N", "N", "N", "N", "O", "O", "O", "O", "S", "H", "H", "H", "H", "H", "H"],
  "xyz": [[0.49953, -1.21642, -0.46352], [0.38371, 1.06282, -0.97043], [-2.65733, 1.94928, 2.06725], [0.47730, -2.53166, -0.73585], [0.33975, 3.33858, -1.72226], [0.92707, 1.29630, 2.21200], [0.12325, 2.18032, -1.38828], [0.86770, -0.75517, 0.78347], [0.28699, -0.18375, -1.38580], [-3.06421, 1.94771, 3.13351], [-2.15495, 1.84416, 1.04271], [0.25909, -2.87846, -2.01987], [0.18421, -3.33561, 0.21710], [1.58300, 0.68812, 0.98473], [-0.39937, 3.99619, -1.34474], [1.35620, 2.09376, 2.63291], [0.25442, -0.91771, 1.62920], [0.12564, -0.43016, -2.42626], [0.33274, -3.80407, -2.15277], [0.27524, -4.34425, -0.09307]],
  "e_homo_ev": -11.5,
  "total_energy_ha": -1128.5376,
  "charge": 1,
  "de_lowest_kcal_mol": 55.1,
  "lumo_energy_ev": -5.2
}

=====

No. 3
{
  "formula": "CH2N4O",
  "method": "ωB97M-V/def2-TZVPD",
  "species": ["O", "C", "N", "N", "N", "N", "H", "H"],
  "xyz": [[1.71920, -0.43939, -0.12497], [0.42760, -0.41933, 0.08336], [-0.46377, -1.36200, 0.00397], [-1.64355, -0.91540, -0.10094], [-1.72102, 0.32773, -0.03558], [-0.32585, 0.68815, -0.12440], [2.03232, 0.41332, 0.06816], [-0.02494, 1.70691, 0.23039]],
  "e_homo_ev": -10.2,
  "total_energy_ha": -333.4828,
  "smiles": "Oc1nnn[nH]1",
  "de_lowest_kcal_mol": 40.8,
  "lumo_energy_ev": 0.0
}